Molecular formula: C14H24O9S3Tl
Method: DFT, wB97M-V/def2-TZVPD

```
51
Properties=species:S:1:pos:R:3:mulliken_charge:R:1
Tl -13.73749 18.42830 15.80208 1.090
O -12.32880 20.00984 13.69580 -0.540
C -11.08898 19.40747 13.36803 0.447
C -10.14475 18.95813 14.57223 -0.394
O -10.72832 18.07894 15.51835 -0.537
H -10.49265 19.90200 12.60126 0.390
H -11.34765 18.47103 12.87380 -0.614
H -9.92108 19.90760 15.05864 0.220
H -9.18505 18.58264 14.21716 0.341
C -17.14851 17.09094 19.22154 -0.588
C -17.65960 15.85832 19.50388 0.434
C -17.67163 14.76166 18.47412 0.337
O -17.97602 13.55254 18.79326 -0.718
C -17.13943 14.91055 17.22552 -0.815
C -16.50407 16.12991 16.80414 0.439
C -16.57530 17.36820 17.85895 0.163
O -16.12928 18.39823 17.44397 -0.213
O -15.82732 16.26953 15.82109 -0.469
O -18.04411 15.73703 20.75417 -0.752
H -17.18357 17.90732 19.92773 0.490
H -17.12004 14.13338 16.47582 0.393
C -14.35936 19.42758 20.79771 -0.679
S -13.75126 20.63707 19.53367 0.268
O -13.45087 19.82150 18.23822 -0.487
C -15.32742 21.46817 19.18738 -0.388
H -14.89262 18.65578 20.24267 0.015
H -14.90183 19.94312 21.59021 0.365
H -13.54848 18.84078 21.22927 0.346
H -15.57457 22.23957 19.91672 0.504
H -16.19718 20.81424 19.12422 0.263
H -15.31576 21.94057 18.20514 -0.338
C -16.95983 22.93813 15.97785 -0.972
S -15.37307 22.30702 15.30927 0.453
O -14.94724 20.99041 15.94719 -0.424
C -15.96154 21.77920 13.63762 -0.852
H -17.67405 22.11482 15.99005 0.302
H -17.37272 23.75991 15.39278 0.384
H -16.79117 23.20142 17.02203 0.330
H -15.15761 21.19125 13.19475 0.198
H -16.24374 22.66796 13.07320 0.408
H -16.85997 21.18932 13.81917 0.278
C -11.85083 15.58818 12.26575 -0.864
S -13.66827 15.88699 12.35628 0.307
O -13.77166 16.91303 13.49325 -0.374
C -13.62427 16.91079 10.82218 -0.946
H -11.38349 16.56468 12.13866 0.095
H -11.60282 14.91283 11.44691 0.418
H -11.52376 15.09781 13.18263 0.318
H -13.14666 16.47259 9.94584 0.398
H -13.23033 17.90436 11.03600 0.239
H -14.66310 16.99742 10.50368 0.335
```

Values from the calculation:
HOMO	-3.766	eV
gap between HOMO and LUMO	2.6	eV
charge	-1
E_LUMO	-1.1	eV
E	-70524.22021	eV